32
Properties=species:S:1:pos:R:3 method="wB97M-V/def2-TZVPD" relative_energy_kcal_mol=131.6 orbital_gap_ha=0.056 total_energy_ev=-23825.1529 charge=+2 lumo_ev=-12.6
C 4.550 0.696 0.994
C 3.310 0.760 -0.094
O 3.833 0.935 -1.472
C 2.415 -0.632 0.077
N 1.381 -0.669 -1.032
C 0.369 -1.749 -0.614
C -0.881 -0.985 0.177
O -2.140 -1.093 -0.621
C -3.160 -0.270 0.046
C -3.866 0.981 -0.757
C -4.769 1.533 0.539
O -5.373 0.237 0.992
C -4.535 -0.952 0.622
O -4.860 -2.246 0.701
H 5.496 0.250 0.427
H 4.278 0.042 1.927
H 4.817 1.775 1.379
H 2.593 1.661 0.153
H 4.137 1.904 -1.539
H 3.197 -1.519 0.030
H 1.894 -0.623 1.141
H 1.820 -0.918 -1.954
H -0.098 -2.273 -1.550
H 0.869 -2.539 0.106
H -0.520 0.136 0.310
H -1.047 -1.418 1.265
H -2.602 0.227 0.946
H -3.157 1.774 -1.287
H -4.708 0.546 -1.481
H -5.483 2.437 0.337
H -4.075 1.779 1.469
Cd 6.317 0.214 -1.239